Entry 1:
Below is a 10-piece molecular cluster, C3H28NO9 overall, with properties calculated with wB97M-V/def2-TZVPD.

XYZ file:
```
41
Properties=species:S:1:pos:R:3
H 3.416 0.422 -0.743
H -1.565 -2.592 3.808
H -2.726 -1.920 -2.780
H 0.693 2.307 2.099
O -2.033 -1.345 0.403
H -1.481 -1.559 2.583
H -2.294 -1.911 -1.339
O -3.985 0.455 -0.377
H -2.802 -0.975 0.147
H 1.199 -2.675 -2.560
H 1.481 1.150 0.352
C 2.614 0.391 -1.474
H 0.177 -0.739 0.483
H -0.778 1.523 -1.672
H 0.739 2.811 -1.844
H -2.148 -2.250 0.939
H 1.660 -1.844 2.189
O 0.763 1.460 2.297
C 0.418 1.605 -1.689
H -3.354 0.671 -1.000
N 0.491 -0.714 -0.584
H -4.744 0.680 -0.798
O 1.881 -1.625 1.210
H -2.033 3.859 1.446
O 1.688 -2.627 -1.741
H 3.469 3.121 0.228
C 1.253 0.748 -0.716
H 2.766 3.998 -0.623
H 2.857 -1.752 1.403
H 1.109 -1.326 -0.917
O -1.329 -2.477 2.929
O 2.852 3.052 -0.519
H -2.403 2.956 2.736
H 2.939 1.065 -2.269
H 0.037 0.891 2.054
H -0.342 -0.636 -1.160
H 0.757 1.308 -2.684
H 2.579 -0.549 -2.026
O -1.991 -1.721 -2.203
H 2.610 -3.306 -1.844
O -1.717 3.053 1.895
```

## Properties
HOMO-LUMO gap: 11.3 eV
E_HOMO: -13.76 eV
DFT total energy: -862.64029 Eh
charge: +1

Atomic partial charges in e from the Löwdin method, atoms 1 to 4:
1. H 0.073
2. H 0.011
3. H 0.055
4. H -0.050

Entry 2:
Below is a 12-piece molecular cluster, C3H29NO12 overall, with properties calculated with wB97M-V/def2-TZVPD.

XYZ file:
```
45
Properties=species:S:1:pos:R:3
O -0.976 -3.051 1.799
H -0.797 -3.089 2.746
O -2.581 3.784 -0.647
H -4.296 1.601 -1.183
H 2.953 0.547 -1.343
H 2.696 1.268 -2.978
N 1.090 1.642 -1.717
O 0.814 -2.962 -3.544
C 0.124 0.907 -2.587
C 0.854 1.600 -0.296
H -0.423 0.528 1.630
O -4.293 1.706 -0.249
H 0.275 -2.784 -2.752
O 1.798 0.508 3.102
H -0.318 -0.290 3.819
O -2.157 -1.930 -0.387
H -3.336 2.952 -0.450
H -0.831 0.755 -1.958
C 2.560 1.471 -1.816
O -1.181 -0.519 3.917
H -1.085 -0.976 1.852
O 0.332 0.729 -3.757
O 1.988 -1.508 0.652
H 0.939 -1.950 -3.741
H -1.303 -1.366 -0.213
H -2.117 -2.814 -0.147
H 1.932 -0.488 3.007
H -1.700 0.276 4.195
H 2.439 -1.272 -0.196
H 4.421 -1.073 1.803
H -3.673 1.208 0.326
H -3.456 -0.872 -2.433
H 4.152 -0.150 0.617
H -1.839 3.326 -0.797
H 3.114 2.415 -1.610
O -2.826 -0.030 -2.145
H -0.267 1.635 -0.132
O -0.547 -0.326 1.343
H 1.511 -0.726 0.949
H -2.457 -0.415 -1.306
H 1.346 0.809 0.251
H 2.686 0.759 3.177
O 4.164 -0.273 1.556
H -0.920 -4.048 1.560
H 1.192 2.488 0.084
```

## Properties
HOMO-LUMO gap: 9.5 eV
E_HOMO: -9.72 eV
DFT total energy: -1089.17142 Eh
structure (SMILES): CN(C)C=O.O.O.O.O.O.O.O.O.O.O.O

Atomic partial charges in e from the Löwdin method, atoms 1 to 4:
1. O -0.082
2. H 0.046
3. O -0.120
4. H 0.034

Entry 3:
Below is a 13-piece molecular cluster, C3H29NO15 overall, with properties calculated with wB97M-V/def2-TZVPD.

XYZ file:
```
48
Properties=species:S:1:pos:R:3
H 2.421 3.093 -1.920
O 0.418 -3.368 -0.825
O 0.330 0.602 -2.306
H 0.094 2.542 0.650
H 2.964 -1.076 3.653
O -2.002 1.586 1.836
H 4.261 0.248 -1.565
H -0.612 3.491 -1.922
H 2.083 1.653 2.277
H -2.662 -2.591 3.044
O -3.614 -2.125 0.045
N -2.509 -0.360 0.865
O -1.369 3.777 -1.397
H 0.899 -1.865 2.024
O -0.032 3.481 0.843
H -2.134 3.895 -1.962
H 1.158 -3.133 -0.241
H 2.526 -1.608 -0.799
C -3.148 -1.019 -0.165
H 0.801 1.440 -2.172
O -0.911 1.018 -0.029
H -0.630 3.846 0.151
H 2.787 -1.871 2.397
H 1.440 3.760 -0.979
H -4.183 -0.681 -1.971
H -1.337 2.274 1.942
H 2.977 -0.005 -2.278
O 2.423 -1.693 0.172
O 1.483 3.113 -1.697
O 1.842 0.734 2.146
O 3.405 0.665 -1.712
H -2.895 -2.987 1.469
H 0.206 -4.302 -0.827
O 1.862 -1.473 -2.515
H 1.360 -2.297 -2.544
H 0.933 0.571 1.950
H -0.708 -2.108 2.114
C -1.739 0.785 0.827
O -2.276 -2.909 2.224
H -3.471 0.782 -1.245
H 1.158 -0.774 -2.349
H -0.201 0.571 -1.486
O 2.724 -1.959 3.356
H -2.437 -0.238 -2.079
O 0.034 -1.482 2.165
H 2.127 -0.854 0.543
C -3.326 -0.281 -1.444
H -2.518 -0.873 1.734
```

## Properties
HOMO-LUMO gap: 10.6 eV
E_HOMO: -10.52 eV
DFT total energy: -1315.14356 Eh

Atomic partial charges in e from the Löwdin method, atoms 1 to 4:
1. H 0.062
2. O -0.059
3. O -0.055
4. H -0.003

Entry 4:
Below is C3H2AgO3 as an isolated structure, with properties calculated with wB97M-V/def2-TZVPD.

XYZ file:
```
9
Properties=species:S:1:pos:R:3
C -0.694 -0.384 -0.794
Ag 1.217 -1.575 0.572
O 2.008 1.492 0.366
O -0.112 -0.459 1.445
H -1.468 0.818 -0.458
O 0.311 -1.267 -1.100
H -1.702 -0.811 -0.948
C 0.904 1.818 0.503
C -0.464 0.368 0.416
```

## Properties
HOMO-LUMO gap (spin up / spin down): 6.0 / 7.3 eV
multiplicity: 2
expectation value of S²: 0.7849
E_HOMO (spin up / spin down): -7.64 / -8.81 eV
DFT total energy: -487.84243 Eh

Atomic partial charges in e from the Löwdin method, atoms 1 to 4:
1. C -0.265
2. Ag 0.892
3. O 0.030
4. O -0.294

Entry 5:
Below is C3H2AlO2 as an isolated structure, with properties calculated with wB97M-V/def2-TZVPD.

XYZ file:
```
8
Properties=species:S:1:pos:R:3
H 2.592 -2.989 -0.246
C 1.583 -1.488 1.058
H 0.328 -0.683 0.022
Al 0.258 0.534 2.495
C 2.076 -2.122 0.131
C 1.523 2.740 0.225
O 0.617 -0.612 1.073
O 1.239 1.816 0.812
```

## Properties
HOMO-LUMO gap (spin up / spin down): 8.3 / 4.8 eV
multiplicity: 2
expectation value of S²: 0.7527
E_HOMO (spin up / spin down): -19.64 / -19.61 eV
DFT total energy: -507.46835 Eh
charge: +2

Atomic partial charges in e from the Löwdin method, atoms 1 to 4:
1. H 0.106
2. C -0.184
3. H 0.315
4. Al 1.399

Asked for energy above the lowest of the compared OMol25 structures with the same formula, charge and spin across the records above, the calculation gives 524.7; 716.7; 63.2; 599.4; 215.8 kJ/mol in order.